An isolated molecule of C20H23NO4, computed with ωB97M-V/def2-TZVPD.

Last column: Mulliken charge in e.
Geometry (Å):
C1 -1.133 -1.503 -5.565  -0.846
O1 -0.257 -0.614 -4.913  -0.447
C2 -0.601 -0.120 -3.702  0.984
C3 -1.778 -0.427 -3.020  -0.603
C4 -2.027 0.134 -1.782  -0.644
C5 -1.114 1.010 -1.203  0.089
C6 -1.323 1.596 0.134  0.644
O2 -0.520 2.285 0.713  -0.682
O3 -2.516 1.249 0.673  -0.456
C7 -2.740 1.676 2.008  -0.501
C8 -1.955 0.842 3.034  0.621
O4 -1.729 1.253 4.149  -0.682
N1 -1.599 -0.371 2.575  -0.125
C9 -0.649 -1.234 3.248  -0.037
C10 -1.121 -2.681 3.162  -1.643
C11 0.761 -1.019 2.672  -0.703
C12 0.889 -1.353 1.181  -0.002
C13 2.221 -0.901 0.650  0.035
C14 2.470 0.456 0.473  -0.147
C15 3.691 0.888 -0.010  -0.835
C16 4.681 -0.029 -0.320  -0.450
C17 4.444 -1.381 -0.141  -0.616
C18 3.220 -1.812 0.341  -0.364
C19 0.061 1.322 -1.893  -0.334
C20 0.315 0.764 -3.121  -0.668
H1 -0.649 -1.754 -6.507  0.243
H2 -1.284 -2.417 -4.982  0.339
H3 -2.101 -1.035 -5.770  0.342
H4 -2.504 -1.103 -3.444  0.403
H5 -2.941 -0.108 -1.260  0.466
H6 -3.812 1.570 2.188  0.354
H7 -2.445 2.722 2.134  0.334
H8 -1.836 -0.613 1.625  0.360
H9 -0.641 -0.910 4.295  0.473
H10 -0.405 -3.335 3.650  0.389
H11 -1.228 -2.992 2.125  0.367
H12 -2.084 -2.790 3.656  0.445
H13 1.022 0.031 2.820  0.419
H14 1.472 -1.622 3.240  0.349
H15 0.104 -0.840 0.619  -0.294
H16 0.778 -2.428 1.027  0.505
H17 1.701 1.174 0.717  0.408
H18 3.872 1.944 -0.145  0.423
H19 5.635 0.308 -0.699  0.391
H20 5.213 -2.102 -0.379  0.387
H21 3.040 -2.870 0.477  0.367
H22 0.762 2.005 -1.442  0.493
H23 1.219 0.991 -3.663  0.448

Forces on atoms 1 to 2 (eV/Å):
-0.2 -0.2 -0.1
0.2 0.2 0.2

Properties
Net charge: 0
LUMO (eV): 0.5
Gap between HOMO and LUMO (hartree): 0.346
E (eV): -30794.421
SMILES: COc1ccc(C(=O)OCC(=O)N[C@@H](C)CCc2ccccc2)cc1
Strongest force on any atom (eV/A): 0.661



A structure of composition C20H24AlClNOP2 in a non-equilibrium geometry, computed with ωB97M-V/def2-TZVPD.

Last column: Mulliken charge in e.
Geometry (Å):
C1 -2.270 -1.171 -3.116  -0.802
C2 -1.198 -0.879 -2.278  0.315
C3 -1.359 0.121 -1.255  0.450
C4 -2.546 0.888 -1.215  0.678
C5 -3.559 0.608 -2.128  -0.767
C6 -3.462 -0.457 -3.020  -1.092
C7 -2.749 1.986 -0.214  -1.072
C8 -1.392 2.521 0.195  0.556
C9 -0.230 1.725 0.140  0.520
C10 1.053 2.309 0.405  0.280
C11 1.094 3.603 0.913  -0.837
C12 -0.070 4.340 1.078  -1.057
C13 -1.289 3.834 0.641  -0.770
H1 -2.135 -1.969 -3.847  0.387
H2 -4.454 1.219 -2.086  0.443
H3 -4.294 -0.733 -3.663  0.400
H4 -3.329 2.797 -0.703  0.538
H5 2.048 4.031 1.216  0.378
H6 -0.039 5.343 1.499  0.393
H7 -2.190 4.434 0.612  0.459
N1 -0.385 0.391 -0.278  0.685
Al1 0.579 -0.992 0.588  -0.414
C14 0.054 -1.781 -2.441  -1.061
H8 0.971 -1.201 -2.624  0.311
H9 -0.054 -2.503 -3.270  0.562
C15 2.395 1.592 0.310  -1.213
H10 2.625 1.221 -0.691  0.342
H11 3.249 2.223 0.594  0.547
P1 0.194 -2.669 -0.867  0.981
P2 2.299 0.202 1.466  1.181
C16 2.314 0.901 3.128  -1.261
H12 2.136 0.105 3.861  0.385
H13 3.275 1.373 3.371  0.435
H14 1.532 1.658 3.255  0.346
C17 3.643 -0.974 1.244  -1.166
H15 4.608 -0.506 1.468  0.435
H16 3.476 -1.816 1.935  0.379
H17 3.654 -1.361 0.211  0.294
C18 -1.306 -3.676 -0.678  -1.197
H18 -1.443 -4.410 -1.488  0.416
H19 -1.256 -4.192 0.290  0.390
H20 -2.184 -3.018 -0.652  0.369
C19 1.680 -3.721 -0.793  -1.092
H21 1.648 -4.252 0.181  0.321
H22 1.696 -4.444 -1.634  0.439
H23 2.587 -3.077 -0.824  0.317
C20 -0.868 0.455 3.594  0.155
O1 -1.206 0.237 4.660  -0.243
H24 -3.424 1.705 0.615  0.335
Cl1 -0.121 -2.019 2.289  -0.378

Forces on atoms 1 to 2 (eV/Å):
-0.1 0.2 0.3
0.2 0.0 0.5

Properties
Net charge: +1
LUMO (eV): -3.1
Gap between HOMO and LUMO (hartree): 0.266
E (eV): -62362.826
Strongest force on any atom (eV/A): 3.091



A structure of composition C20H24As2CuNS, computed with ωB97M-V/def2-TZVPD.

Last column: Mulliken charge in e.
Geometry (Å):
Cu1 0.422 0.426 -0.377  -0.313
C1 -2.375 1.381 1.034  -0.996
C2 -1.863 2.350 0.014  0.952
C3 -2.602 3.527 -0.244  -0.875
C4 -2.150 4.413 -1.165  -0.731
C5 -0.946 4.148 -1.853  0.905
C6 -0.432 5.038 -2.831  -0.669
C7 0.733 4.762 -3.494  -0.724
C8 1.432 3.585 -3.199  -0.373
C9 0.971 2.679 -2.245  0.533
S1 1.881 1.269 -1.910  -0.259
C10 -0.261 2.965 -1.551  0.214
N1 -0.734 2.078 -0.620  -0.177
H1 -2.541 1.884 1.988  0.444
H2 -1.669 0.568 1.183  -0.232
H3 -3.332 0.964 0.715  0.352
H4 -3.521 3.705 0.300  0.484
H5 -2.698 5.324 -1.378  0.439
H6 -0.983 5.946 -3.045  0.392
H7 1.115 5.444 -4.241  0.404
H8 2.355 3.359 -3.718  0.455
C11 3.295 -0.364 1.931  -1.174
As1 1.393 -0.448 1.597  0.715
C12 0.688 0.024 3.340  -1.214
C13 1.090 -2.368 1.549  0.181
C14 1.540 -3.163 2.602  -0.395
C15 1.338 -4.534 2.587  -0.798
C16 0.677 -5.122 1.515  -0.772
C17 0.224 -4.336 0.468  -0.355
C18 0.425 -2.956 0.473  0.153
As2 -0.272 -1.861 -0.986  0.748
C19 -0.027 -3.027 -2.507  -1.206
C20 -2.183 -2.079 -0.670  -1.185
H9 3.545 -0.952 2.810  0.418
H10 3.578 0.673 2.089  0.419
H11 3.827 -0.753 1.066  0.365
H12 1.171 -0.551 4.127  0.444
H13 -0.381 -0.171 3.356  0.347
H14 0.863 1.083 3.509  0.416
H15 2.057 -2.715 3.443  0.262
H16 1.698 -5.143 3.406  0.395
H17 0.511 -6.192 1.497  0.392
H18 -0.293 -4.810 -0.357  0.261
H19 -0.622 -3.927 -2.381  0.412
H20 1.024 -3.286 -2.601  0.394
H21 -0.347 -2.503 -3.404  0.401
H22 -2.460 -3.131 -0.690  0.470
H23 -2.737 -1.542 -1.437  0.387
H24 -2.423 -1.664 0.306  0.293

Forces on atoms 1 to 2 (eV/Å):
0.4 -0.5 -0.2
0.0 0.0 0.0

Properties
Net charge: +1
LUMO (spin up / spin down) (eV): -3.1 / -5.2
Gap between HOMO and LUMO (spin up / spin down) (hartree): 0.283 / 0.214
E (eV): -199767.269
Strongest force on any atom (eV/A): 0.703
Spin multiplicity: 2